Record 1
The following is a DFT calculation (wB97M-V/def2-TZVPD) of an isolated molecule of C3H6N2 in a non-equilibrium geometry.

charge = 0
energy relative to the best compared isomer or geometry (same formula, charge and spin) = 167.8 kJ/mol
gap between HOMO and LUMO = 0.3569 hartree
structure (SMILES) = CNCC#N
E = -227.36093 Ha
molecular weight = 70.09 g mol⁻¹

Positions of all 11 atoms, in Å:
C1 1.47679 -0.61913 -0.17567
N1 0.24942 -0.02332 0.35689
C2 -0.77016 0.98757 0.08093
C3 -1.95581 0.18082 -0.28450
N2 -2.68602 -0.69833 -0.46446
H1 1.41307 -1.70722 -0.01056
H2 2.35384 -0.28129 0.39622
H3 1.69913 -0.50109 -1.24216
H4 -0.16227 -0.66294 1.00864
H5 -1.01752 1.55160 1.00280
H6 -0.60047 1.77334 -0.66813



Record 2
The following is a DFT calculation (wB97M-V/def2-TZVPD) of an isolated molecule of C3H6N2 in a non-equilibrium geometry.

charge = 0
energy relative to the best compared isomer or geometry (same formula, charge and spin) = 81.3 kJ/mol
gap between HOMO and LUMO = 0.3880 hartree
structure (SMILES) = CNCC#N
E = -227.39385 Ha
molecular weight = 70.09 g mol⁻¹

Positions of all 11 atoms, in Å:
C1 1.36672 -0.50239 -0.18911
N1 0.42834 0.17496 0.69160
C2 -0.71308 0.79615 0.05539
C3 -1.86927 -0.09863 -0.20697
N2 -2.78035 -0.79856 -0.34038
H1 0.95682 -1.37115 -0.73004
H2 2.21727 -0.83274 0.41596
H3 1.74743 0.21783 -0.92326
H4 0.12497 -0.43941 1.43866
H5 -1.08245 1.61492 0.68346
H6 -0.39640 1.23901 -0.89531



Record 3
The following is a DFT calculation (wB97M-V/def2-TZVPD) of an isolated molecule of C3H6N2 in a non-equilibrium geometry.

charge = 0
energy relative to the best compared isomer or geometry (same formula, charge and spin) = 461.7 kJ/mol
gap between HOMO and LUMO = 0.3996 hartree
structure (SMILES) = [H]/N=C\N1CC1
E = -227.24897 Ha
molecular weight = 70.09 g mol⁻¹

Positions of all 11 atoms, in Å:
H1 2.64131 -0.54864 -1.08447
N1 2.53060 -0.10949 -0.09995
C1 1.20136 0.18797 0.10458
N2 0.00474 -0.32566 -0.59761
C2 -1.08084 -0.65040 0.18519
C3 -1.11180 0.60725 -0.31509
H2 1.18622 0.99928 1.02851
H3 -0.61444 -0.87769 1.11089
H4 -1.83962 -1.54513 -0.02017
H5 -1.00794 1.24404 0.73884
H6 -1.90959 1.01847 -1.05072



Record 4
The following is a DFT calculation (wB97M-V/def2-TZVPD) of an isolated molecule of C3H6N2 in a non-equilibrium geometry.

charge = 0
energy relative to the best compared isomer or geometry (same formula, charge and spin) = 189.3 kJ/mol
gap between HOMO and LUMO = 0.3432 hartree
structure (SMILES) = C=C/C=N/N
E = -227.35271 Ha
molecular weight = 70.09 g mol⁻¹

Positions of all 11 atoms, in Å:
C1 0.02591 -0.17473 -2.19777
C2 -0.20504 0.56012 -1.08880
C3 0.04038 -0.02090 0.20575
N1 -0.21856 0.61087 1.28942
N2 -0.14479 -0.07284 2.43317
H1 -0.23100 0.15168 -3.23788
H2 0.44601 -1.19331 -2.10007
H3 -0.59691 1.60750 -1.16301
H4 0.31716 -1.09768 0.21036
H5 0.50461 -0.88648 2.40988
H6 0.06222 0.51578 3.23895



Record 5
The following is a DFT calculation (wB97M-V/def2-TZVPD) of an isolated molecule of C3H6N2O in a non-equilibrium geometry.

charge = 0
energy relative to the best compared isomer or geometry (same formula, charge and spin) = 588.3 kJ/mol
gap between HOMO and LUMO (alpha / beta) = 0.3074 / 0.3145 hartree
E = -302.46904 Ha
molecular weight = 86.09 g mol⁻¹

Positions of all 12 atoms, in Å:
O1 2.00285 -0.66807 1.02072
N1 1.34956 0.54151 0.80224
C1 0.39442 0.33835 -0.02859
C2 -0.46563 1.36314 -0.50555
N2 -1.62577 -0.32022 0.18523
C3 -0.37690 -0.94555 -0.21056
H1 2.52975 -0.50411 1.81028
H2 -1.08546 1.22302 -1.37160
H3 -0.12696 2.40599 -0.37729
H4 -2.29018 -0.41769 -0.59228
H5 -0.32254 -1.33845 -1.23335
H6 0.01688 -1.67791 0.50073



Record 6
The following is a DFT calculation (wB97M-V/def2-TZVPD) of a cluster of 2 separate species, C3H6N2O in total in a non-equilibrium geometry.

charge = 0
energy relative to the best compared isomer or geometry (same formula, charge and spin) = 137.0 kJ/mol
gap between HOMO and LUMO = 0.3705 hartree
structure (SMILES) = c1c[nH]cn1.O
E = -302.64091 Ha
molecular weight = 86.09 g mol⁻¹

Positions of all 12 atoms, in Å:
C1 -1.07252 -0.70061 0.43548
C2 -0.57407 0.33388 1.16839
N1 0.83136 0.17260 1.13705
C3 1.05785 -0.76241 0.14949
N2 -0.04506 -1.23718 -0.31847
H1 -2.02067 -1.18002 0.61534
H2 -0.89969 1.06790 1.88571
H3 1.35734 0.95226 1.46426
H4 2.07264 -1.00244 -0.12718
O1 -0.12886 0.92701 -2.45014
H5 -0.77197 1.32842 -1.88408
H6 0.19366 0.10058 -2.07583



Record 7
The following is a DFT calculation (wB97M-V/def2-TZVPD) of a structure of composition C3H6N2O.

charge = 0
energy relative to the best compared isomer or geometry (same formula, charge and spin) = 506.4 kJ/mol
gap between HOMO and LUMO (alpha / beta) = 0.2948 / 0.2789 hartree
E = -302.50021 Ha
molecular weight = 86.09 g mol⁻¹

Positions of all 12 atoms, in Å:
O1 1.82257 0.51681 0.56440
C1 1.21237 -0.12459 -0.40380
N1 0.33207 0.75584 -1.03150
C2 -0.72735 0.73566 -0.06142
C3 -0.93817 -0.75002 0.15308
N2 0.47431 -1.29686 -0.08866
H1 0.75060 1.67285 -1.16401
H2 -1.60791 1.36876 -0.21644
H3 0.76219 1.00919 0.96958
H4 -1.36214 -0.99214 1.13702
H5 -1.58106 -1.19546 -0.62165
H6 0.86253 -1.70006 0.76340



Record 8
The following is a DFT calculation (wB97M-V/def2-TZVPD) of an isolated molecule of C3H6N2O in a non-equilibrium geometry.

charge = 0
energy relative to the best compared isomer or geometry (same formula, charge and spin) = 99.7 kJ/mol
gap between HOMO and LUMO = 0.3664 hartree
structure (SMILES) = O=C1NCCN1
E = -302.65511 Ha
molecular weight = 86.09 g mol⁻¹

Positions of all 12 atoms, in Å:
O1 2.62501 -0.06171 0.02212
C1 1.41299 0.03089 -0.03496
N1 0.57918 1.09713 -0.16414
C2 -0.81016 0.75988 -0.05133
C3 -0.83902 -0.77578 0.06946
N2 0.52948 -1.10568 -0.08160
H1 0.90336 2.07150 0.45797
H2 -1.31554 1.21210 0.82104
H3 -1.26572 1.10429 -1.00200
H4 -1.54700 -1.23597 -0.71654
H5 -1.25906 -1.12421 0.98366
H6 0.98648 -1.97243 -0.30370



Record 9
The following is a DFT calculation (wB97M-V/def2-TZVPD) of an isolated molecule of C3H6N2O in a non-equilibrium geometry.

charge = 0
energy relative to the best compared isomer or geometry (same formula, charge and spin) = 154.4 kJ/mol
gap between HOMO and LUMO = 0.3600 hartree
structure (SMILES) = [H]/N=C(/C=O)NC
E = -302.63431 Ha
molecular weight = 86.09 g mol⁻¹

Positions of all 12 atoms, in Å:
H1 -1.20492 -0.89442 -1.22263
N1 -0.56851 -0.14633 -1.49506
C1 0.32014 0.11328 -0.60475
C2 1.50923 0.89042 -1.05402
O1 2.50268 1.01384 -0.37611
N2 0.28563 -0.21587 0.71098
C3 -1.05418 -0.50081 1.15341
H2 1.39940 1.29513 -2.07349
H3 0.99629 0.18286 1.31187
H4 -1.19751 -0.22004 2.19871
H5 -1.30384 -1.55910 1.03192
H6 -1.68442 0.04105 0.41917



Record 10
The following is a DFT calculation (wB97M-V/def2-TZVPD) of an isolated molecule of C3H6N2O in a non-equilibrium geometry.

charge = 0
energy relative to the best compared isomer or geometry (same formula, charge and spin) = 177.0 kJ/mol
gap between HOMO and LUMO = 0.4059 hartree
structure (SMILES) = N#C[C@H](O)CN
E = -302.62567 Ha
molecular weight = 86.09 g mol⁻¹

Positions of all 12 atoms, in Å:
N1 -2.23267 0.56794 2.11270
C1 -1.52684 0.01225 1.38361
C2 -0.59525 -0.53607 0.36634
O1 0.40425 -1.30750 1.01426
C3 -0.00271 0.69104 -0.46651
N2 1.35669 0.28548 -0.87232
H1 -1.19263 -1.19846 -0.29685
H2 1.25609 -1.02832 0.65633
H3 0.10309 1.58328 0.17571
H4 -0.69513 0.93331 -1.30241
H5 1.35791 -0.69336 -1.06477
H6 1.76719 0.69042 -1.70608



Record 11
The following is a DFT calculation (wB97M-V/def2-TZVPD) of an isolated molecule of C3H6N2O in a non-equilibrium geometry.

charge = 0
energy relative to the best compared isomer or geometry (same formula, charge and spin) = 448.4 kJ/mol
gap between HOMO and LUMO (alpha / beta) = 0.2876 / 0.2872 hartree
E = -302.52231 Ha
molecular weight = 86.09 g mol⁻¹

Positions of all 12 atoms, in Å:
C1 -1.79079 1.39492 0.17009
C2 1.44885 -1.69108 -0.24246
N1 -0.94174 0.23164 0.34032
C3 0.31422 0.34383 0.28995
O1 1.24212 1.13468 -0.10218
N2 1.26300 -0.58741 0.64649
H1 -2.57023 1.37064 0.93360
H2 -1.25950 2.34962 0.23225
H3 -2.28729 1.33932 -0.80337
H4 2.21605 -1.39678 -0.97326
H5 0.54259 -1.94097 -0.80752
H6 1.82271 -2.54839 0.31609



Record 12
The following is a DFT calculation (wB97M-V/def2-TZVPD) of an isolated molecule of C3H6N2O in a non-equilibrium geometry.

charge = 0
energy relative to the best compared isomer or geometry (same formula, charge and spin) = 412.6 kJ/mol
gap between HOMO and LUMO = 0.3269 hartree
E = -302.53593 Ha
molecular weight = 86.09 g mol⁻¹

Positions of all 12 atoms, in Å:
N1 -0.32571 -0.99762 1.71918
C1 -0.23600 0.10124 0.82738
C2 0.42527 2.01077 -0.85651
O1 0.28735 0.86626 -1.45576
C3 0.07511 -0.24227 -0.60616
N2 0.16755 -1.40857 -1.05850
H1 -1.15994 -1.52960 1.53896
H2 0.42619 -1.66203 1.60556
H3 -1.13993 0.71767 0.87790
H4 0.46563 2.73792 -1.67003
H5 0.58752 0.80558 1.12349
H6 0.42693 -1.39935 -2.04553



Record 13
The following is a DFT calculation (wB97M-V/def2-TZVPD) of an isolated molecule of C3H6N2O.

charge = 0
energy relative to the best compared isomer or geometry (same formula, charge and spin) = 115.3 kJ/mol
gap between HOMO and LUMO = 0.3838 hartree
structure (SMILES) = [H]/N=C/CNC=O
E = -302.64919 Ha
molecular weight = 86.09 g mol⁻¹

Positions of all 12 atoms, in Å:
H1 -2.48688 -0.81420 0.00931
N1 -1.55497 -0.42961 -0.13409
C1 -0.69873 -0.94564 0.64323
C2 0.74329 -0.48645 0.55290
N2 0.98454 0.30684 -0.62903
C3 0.34565 1.52177 -0.75382
O1 0.13520 2.07763 -1.80617
H2 -0.92363 -1.72312 1.38554
H3 1.00920 0.09610 1.44658
H4 1.41378 -1.35350 0.55437
H5 0.94509 -0.21450 -1.49731
H6 0.08746 1.96469 0.22848



Record 14
The following is a DFT calculation (wB97M-V/def2-TZVPD) of an isolated molecule of C3H6N2O in a non-equilibrium geometry.

charge = 0
energy relative to the best compared isomer or geometry (same formula, charge and spin) = 286.7 kJ/mol
gap between HOMO and LUMO = 0.2818 hartree
E = -302.58390 Ha
molecular weight = 86.09 g mol⁻¹

Positions of all 12 atoms, in Å:
C1 0.11783 -0.87476 0.12575
C2 -1.80213 0.47948 0.20792
N1 -1.18879 -0.65135 -0.08583
C3 1.21731 0.03142 -0.07248
O1 2.39665 -0.58818 0.20682
N2 1.28840 1.26154 -0.40964
H1 3.09221 0.06638 0.05196
H2 -1.75789 -1.45298 -0.34041
H3 0.40072 -1.90301 0.29230
H4 0.40478 1.70240 -0.61785
H5 -2.83849 0.61314 -0.04244
H6 -1.33061 1.31595 0.68389



Record 15
The following is a DFT calculation (wB97M-V/def2-TZVPD) of a cluster of 2 separate species, C3H6N2O in total in a non-equilibrium geometry.

charge = 0
energy relative to the best compared isomer or geometry (same formula, charge and spin) = 111.3 kJ/mol
gap between HOMO and LUMO = 0.3469 hartree
structure (SMILES) = c1c[nH]cn1.O
E = -302.65072 Ha
molecular weight = 86.09 g mol⁻¹

Positions of all 12 atoms, in Å:
C1 -1.85442 0.83791 -0.22665
C2 -0.52215 0.58709 -0.33538
N1 -0.32368 -0.64825 0.20377
C3 -1.54894 -1.06528 0.68312
N2 -2.48338 -0.21489 0.39441
H1 -2.43437 1.57550 -0.75808
H2 0.26106 1.18927 -0.76150
H3 0.49657 -1.05559 0.62753
H4 -1.63069 -2.10841 0.95819
O1 3.42509 0.42350 0.08669
H5 3.16131 0.96856 -0.66240
H6 3.45361 -0.48941 -0.20969



Record 16
The following is a DFT calculation (wB97M-V/def2-TZVPD) of an isolated molecule of C3H6N2O in a non-equilibrium geometry.

charge = 0
energy relative to the best compared isomer or geometry (same formula, charge and spin) = 311.0 kJ/mol
gap between HOMO and LUMO = 0.3195 hartree
structure (SMILES) = [H]/N=N/C(O)=C\C
E = -302.57463 Ha
molecular weight = 86.09 g mol⁻¹

Positions of all 12 atoms, in Å:
H1 2.63630 1.92535 -0.13643
N1 2.25757 0.87637 -0.02299
N2 1.04043 0.85091 -0.20458
C1 0.54516 -0.48103 -0.02200
O1 1.44746 -1.49202 0.07342
C2 -0.78197 -0.76372 -0.01423
C3 -1.88414 0.29557 0.05626
H2 2.34453 -1.10950 -0.06463
H3 -1.13708 -1.79336 0.05968
H4 -2.10758 0.84727 -0.89864
H5 -1.46304 1.10752 0.72289
H6 -2.89764 -0.26336 0.45124



Record 17
The following is a DFT calculation (wB97M-V/def2-TZVPD) of a cluster of 2 separate species, C3H6N2O in total in a non-equilibrium geometry.

charge = 0
energy relative to the best compared isomer or geometry (same formula, charge and spin) = 473.5 kJ/mol
gap between HOMO and LUMO (alpha / beta) = 0.3159 / 0.3198 hartree
E = -302.51276 Ha
molecular weight = 86.09 g mol⁻¹

Positions of all 12 atoms, in Å:
C1 -1.27920 0.77164 0.61721
C2 0.93125 0.43667 -1.35297
C3 1.54402 -0.70851 -0.62803
N1 -0.02349 1.22445 -1.09185
N2 -1.82294 -0.16968 1.52374
O1 -1.59711 1.89460 0.87676
H1 1.44421 0.71473 -2.17305
H2 0.97388 -0.89844 0.40772
H3 2.63541 -0.68643 -0.56108
H4 1.28745 -1.60713 -1.37869
H5 -2.09845 0.19682 2.45503
H6 -1.99505 -1.16872 1.30521



Record 18
The following is a DFT calculation (wB97M-V/def2-TZVPD) of a structure of composition C3H6N2O in a non-equilibrium geometry.

charge = 0
energy relative to the best compared isomer or geometry (same formula, charge and spin) = 410.4 kJ/mol
gap between HOMO and LUMO = 0.2819 hartree
E = -302.53677 Ha
molecular weight = 86.09 g mol⁻¹

Positions of all 12 atoms, in Å:
N1 -0.43242 -0.98899 1.11298
C1 -0.65558 -0.14696 -0.11760
C2 -0.58466 1.35272 -0.15285
O1 0.41321 1.24827 -1.21232
C3 0.52766 -0.11038 -0.92605
N2 1.46834 -0.93288 -1.17740
H1 0.56043 -1.22594 1.31270
H2 -0.90150 -0.68592 1.96925
H3 -0.94196 -1.75903 0.69674
H4 -1.48354 1.86699 -0.50964
H5 -0.17273 1.86599 0.72741
H6 2.20275 -0.48387 -1.72323



Record 19
The following is a DFT calculation (wB97M-V/def2-TZVPD) of an isolated molecule of C3H6N2O.

charge = 0
energy relative to the best compared isomer or geometry (same formula, charge and spin) = 114.7 kJ/mol
gap between HOMO and LUMO = 0.3666 hartree
structure (SMILES) = C/N=C(\N)C=O
E = -302.64940 Ha
molecular weight = 86.09 g mol⁻¹

Positions of all 12 atoms, in Å:
C1 1.76796 0.24437 0.43561
N1 0.50157 0.89938 0.18267
C2 -0.48182 0.15363 -0.14352
N2 -0.53048 -1.20042 -0.32633
C3 -1.78565 0.85345 -0.39420
O1 -2.80723 0.25728 -0.64686
H1 2.12095 -0.31734 -0.44244
H2 2.52264 0.99283 0.68613
H3 1.70733 -0.45952 1.28076
H4 -1.45892 -1.59062 -0.41845
H5 0.16986 -1.78710 0.09859
H6 -1.72657 1.95279 -0.31079



Record 20
The following is a DFT calculation (wB97M-V/def2-TZVPD) of an isolated molecule of C3H6N2O in a non-equilibrium geometry.

charge = 0
energy relative to the best compared isomer or geometry (same formula, charge and spin) = 335.2 kJ/mol
gap between HOMO and LUMO = 0.3389 hartree
structure (SMILES) = [H]/N=C(\N)C(C)=O
E = -302.56543 Ha
molecular weight = 86.09 g mol⁻¹

Positions of all 12 atoms, in Å:
H1 1.85457 -1.46564 -0.22033
N1 0.95272 -1.18303 -0.12409
C1 0.68307 0.01830 -0.03521
N2 1.61845 1.00560 0.09209
C2 -0.74334 0.64525 -0.15886
C3 -1.70027 -0.46955 0.05434
O1 -0.79656 1.89634 -0.08636
H2 2.51078 0.76248 -0.06239
H3 1.22907 1.94303 0.19760
H4 -2.13371 -1.10662 1.13153
H5 -2.58383 -0.66502 -0.72331
H6 -0.89094 -1.38114 -0.06500